This record from OMol25 describes C28H14Br4NO4RhS as an isolated structure. The level of theory is the ωB97M-V functional and the def2-TZVPD basis.

```
53
Properties=species:S:1:pos:R:3
Rh -0.33068 -1.03363 0.27867
C 3.81938 -1.98851 0.26166
C 4.40909 -0.78261 -0.13626
C 3.58996 0.28918 -0.42371
C 2.20165 0.15700 -0.31748
C 1.59130 -1.03722 0.08468
C 2.45655 -2.11560 0.37971
C 1.28717 1.27492 -0.66657
C 1.77885 2.48440 -1.26883
C 0.89690 3.41474 -1.68031
C -0.49020 3.18751 -1.53801
C -1.45870 4.11921 -2.01152
C -2.77881 3.85235 -1.86634
C -3.19240 2.64165 -1.24231
C -2.29320 1.73219 -0.78219
C -0.90360 1.99820 -0.92036
N 0.02131 1.07218 -0.46028
H 4.45169 -2.84427 0.48058
H 5.48519 -0.68951 -0.21903
H 4.03878 1.22832 -0.72625
H 2.01988 -3.05451 0.68573
H 2.84037 2.62673 -1.39720
H 1.23574 4.33788 -2.14224
H -1.11401 5.03042 -2.48955
H -3.52112 4.55505 -2.22805
H -4.24836 2.43174 -1.12498
H -2.61141 0.82005 -0.29575
O -3.79013 0.68427 2.30378
C -2.66762 0.18544 2.12704
O -2.32803 -0.46416 1.09099
C -1.64432 0.40027 3.25442
C -1.94741 1.42752 4.15255
C -1.18158 1.68508 5.27741
C -0.08132 0.87279 5.54008
C 0.24610 -0.14011 4.65593
C -0.49835 -0.38651 3.48828
S 0.04775 -1.70522 2.44478
H -2.83876 2.00393 3.94265
H -1.44228 2.49938 5.94486
H 0.52879 1.03692 6.42364
H 1.11528 -0.76254 4.84001
Br -0.32656 -3.83288 -6.03915
C -0.25543 -3.59701 -4.15268
C 0.18541 -4.60255 -3.32596
Br 0.75981 -6.27494 -4.02583
C 0.21391 -4.38678 -1.92425
Br 0.80888 -5.72097 -0.70677
C -0.21092 -3.19653 -1.36750
O -0.21907 -2.97071 -0.06833
C -0.65257 -2.14497 -2.22415
O -1.04385 -1.03880 -1.64338
C -0.67554 -2.36628 -3.59093
Br -1.28350 -0.91249 -4.65127
```

Its charge is -2. For the HOMO energy, the calculation gives -1.74 eV. The gap between HOMO and LUMO comes out at 0.2133 hartree. The value obtained for the LUMO energy is 4.07 eV.



This record from OMol25 describes C28H14F10N2O2S2Ti as an isolated structure. The level of theory is the ωB97M-V functional and the def2-TZVPD basis.

```
59
Properties=species:S:1:pos:R:3
Ti 0.67653 -0.50355 -0.55009
C 2.21184 2.41256 -0.63023
C 0.97528 1.59751 -0.31284
N 0.96498 0.80623 0.83749
N 0.20759 1.14154 1.95095
C -0.56224 0.17889 2.29813
S -0.73639 -1.27655 1.35376
S -1.39806 0.40055 3.85342
C -3.09737 -0.06278 3.38436
C -3.97130 1.13434 3.14157
C -4.99436 1.46921 4.02088
C -5.78908 2.58866 3.80129
C -5.56565 3.38825 2.69216
C -4.54365 3.06197 1.80590
C -3.75263 1.94636 2.02569
C -0.34121 2.21694 -0.68897
C -0.74171 3.51649 -0.42798
C -2.01473 3.96313 -0.78120
C -2.89470 3.08580 -1.40186
C -2.51586 1.77770 -1.67641
C -1.23186 1.33952 -1.34471
O -0.80269 0.11331 -1.63514
H 3.08900 1.92777 -0.19989
H 2.14760 3.42374 -0.20362
H 2.36488 2.51452 -1.70748
H -3.51132 -0.70343 4.16323
H -2.99507 -0.66277 2.47892
H -5.16805 0.84555 4.89153
H -6.58034 2.83518 4.50032
H -6.18048 4.26355 2.51794
H -4.35109 3.67827 0.93797
H -2.94723 1.70996 1.33604
H -0.05893 4.18750 0.08220
H -2.31788 4.98076 -0.56115
H -3.89172 3.41949 -1.67202
H -3.19324 1.08412 -2.16046
F 2.89583 0.46124 -3.31932
C 3.53053 -0.22107 -2.33335
C 2.84504 -0.64170 -1.21901
C 3.59983 -1.33400 -0.30057
F 2.98395 -1.81169 0.81185
C 4.95289 -1.59336 -0.43311
F 5.65366 -2.27074 0.49884
C 5.59864 -1.13976 -1.56844
F 6.91645 -1.37230 -1.74085
C 4.88302 -0.45021 -2.53004
F 5.52414 -0.01795 -3.63749
F 3.36366 -7.15472 -2.00562
C 2.70128 -5.98570 -1.85139
C 2.57884 -5.09880 -2.90356
F 3.13203 -5.40790 -4.09364
C 1.89701 -3.90817 -2.74460
F 1.81108 -3.08406 -3.80242
C 1.28993 -3.52497 -1.52812
O 0.65680 -2.41701 -1.40400
C 1.44245 -4.46326 -0.48226
F 0.89695 -4.19920 0.71160
C 2.12559 -5.65306 -0.63841
F 2.23152 -6.51195 0.39416
```

Its charge is -2. For the HOMO energy, the calculation gives -1.74 eV. The gap between HOMO and LUMO comes out at 0.2237 hartree. The value obtained for the LUMO energy is 4.34 eV.



This record from OMol25 describes C28H16F4N6OPdSSe as an isolated structure. The level of theory is the ωB97M-V functional and the def2-TZVPD basis.

```
58
Properties=species:S:1:pos:R:3
Pd -0.19735 -0.22761 0.24420
C 1.26932 -0.67291 4.22486
C 0.26859 -1.44207 4.80649
C -0.81092 -1.85856 4.04524
C -0.88001 -1.49660 2.71143
N 0.10360 -0.74681 2.16649
C 1.15398 -0.33594 2.89472
C -1.93497 -1.84560 1.76118
C -2.96949 -2.73666 2.01122
C -3.88387 -3.03215 1.00922
C -3.76302 -2.45490 -0.24351
C -2.73272 -1.55573 -0.52098
C -1.83623 -1.28176 0.48569
H 2.12322 -0.33062 4.79087
H 0.32743 -1.71072 5.85276
H -1.59961 -2.45305 4.48275
H 1.89238 0.26624 2.38431
H -3.06497 -3.20627 2.98131
H -4.69492 -3.71810 1.21022
H -4.47609 -2.69260 -1.02142
H -2.66938 -1.10734 -1.49806
O -0.29922 0.11898 -1.72375
S -1.31752 0.87908 -2.64317
C -0.97795 0.11139 -4.25532
C -0.52531 1.24203 -5.17764
C 0.32584 2.17291 -4.31872
C -0.50057 2.43696 -3.06582
H -1.87380 -0.41342 -4.58005
H -0.18030 -0.60400 -4.05152
H -1.39112 1.77542 -5.57368
H 0.02400 0.83621 -6.02568
H 0.55761 3.10567 -4.82962
H 1.26968 1.69285 -4.05322
H -1.30914 3.15166 -3.22978
H 0.06234 2.74064 -2.18362
F 6.65475 -1.23103 -1.95154
C 5.69970 -2.13094 -1.80003
C 5.94639 -3.41522 -2.11469
F 7.13533 -3.74045 -2.56627
C 4.94931 -4.46604 -1.98029
C 3.66478 -4.01104 -1.47137
C 3.43317 -2.72737 -1.16280
F 2.22047 -2.38917 -0.69366
C 4.41987 -1.68448 -1.30009
C 4.17056 -0.37636 -0.97867
C 2.90480 0.06501 -0.48812
N 1.93870 0.52385 -0.06187
C 5.10953 0.70037 -1.07940
N 5.77691 1.63404 -1.12363
F 2.69417 -4.88509 -1.30375
C 5.19317 -5.76414 -2.30474
C 6.44811 -6.23641 -2.80811
N 7.42072 -6.68742 -3.21967
C 4.21180 -6.80254 -2.18218
N 3.45820 -7.66621 -2.11618
Se -1.11959 1.69815 1.23900
C -2.51794 2.01325 0.10244
N -3.37876 2.23214 -0.63274
```

Its charge is +2. For the HOMO energy (spin up / spin down), the calculation gives -14.26 / -14.26 eV. The gap between HOMO and LUMO (spin up / spin down) comes out at 0.1955 / 0.1955 hartree. The value obtained for the LUMO energy (spin up / spin down) is -8.94 / -8.94 eV.



This record from OMol25 describes C28H17Cl3CsF5N4OS2Se as an isolated structure. The level of theory is the ωB97M-V functional and the def2-TZVPD basis.

```
62
Properties=species:S:1:pos:R:3
Cs -2.23349 3.25986 0.70778
F -6.49441 4.93881 6.26776
C -5.54001 4.24103 5.63908
C -5.16618 4.56107 4.35455
F -5.76341 5.58329 3.72292
C -4.17860 3.82048 3.73453
F -3.86016 4.19880 2.46030
C -3.50504 2.74672 4.30442
S -2.25644 1.83266 3.48958
C -3.92426 2.46447 5.60869
F -3.36764 1.45509 6.28839
C -4.90763 3.18252 6.26276
F -5.26225 2.86037 7.51330
Cl 7.34662 2.86033 1.16477
C 6.30601 1.62448 0.52709
C 5.83824 1.72289 -0.77069
C 5.01532 0.72549 -1.26669
C 4.64289 -0.36934 -0.49329
C 3.72217 -1.43342 -1.05024
C 2.30251 -1.29163 -0.51132
N 1.70090 0.01994 -0.73331
C 1.65683 0.77046 -1.88949
C 0.87450 1.84676 -1.59415
N 0.41651 1.77413 -0.29189
C 0.93256 0.66443 0.18037
O 3.77812 -1.38066 -2.46528
C 3.72252 -2.64560 -3.11507
C 2.34797 -3.24522 -3.16263
C 1.33119 -2.77260 -3.93478
Cl 1.41369 -1.45526 -5.03227
S -0.11635 -3.65440 -3.75196
C 0.61282 -4.69672 -2.61127
C 1.91425 -4.36897 -2.39332
C 5.13918 -0.42972 0.80365
Cl 4.75786 -1.78470 1.83956
C 5.96679 0.55038 1.32620
H 6.11784 2.56838 -1.38405
H 4.66009 0.78604 -2.28557
H 4.07487 -2.41318 -0.71011
H 2.35203 -1.43194 0.56750
H 1.66664 -2.07430 -0.92325
H 2.16794 0.46725 -2.78637
H 0.61503 2.66600 -2.24602
H 0.79482 0.28103 1.18229
H 4.40535 -3.34099 -2.61729
H 4.09711 -2.47149 -4.12197
H 0.04402 -5.49941 -2.16690
H 2.56033 -4.90762 -1.71097
H 6.34086 0.47142 2.33679
Se -5.92778 1.69915 -0.39097
N -4.20211 1.30195 -0.29214
C -4.08543 0.05611 -0.70202
C -2.83812 -0.66249 -0.76816
C -2.85460 -1.93411 -1.21110
C -4.08028 -2.58592 -1.62052
C -5.27076 -1.95664 -1.57781
C -5.31531 -0.59498 -1.10833
N -6.41878 0.11904 -1.01925
H -1.92047 -0.17625 -0.46172
H -1.92591 -2.48992 -1.26208
H -4.03271 -3.61127 -1.96743
H -6.18826 -2.44205 -1.88059
```

For the HOMO energy, the calculation gives -6.71 eV. The gap between HOMO and LUMO comes out at 0.2085 hartree. The value obtained for the LUMO energy is -1.04 eV.



Max |F|? In order: 1.54 0.34 0.73 1.66 eV Å⁻¹.
Relative energy (zero: lowest compared OMol25 entry of this formula, charge and spin)? In order: 6.1 7.7 0.0 8.7 kcal/mol.
Electronic energy? In order: -12236.06679 -3979.99857 -4806.58699 -6469.28073 Eh.